Entry from the OMol25 dataset: a structure of composition C15H17N4O3PtS2 in a non-equilibrium geometry (wB97M-V/def2-TZVPD).

Results
- LUMO level (Ha) = -0.141
- energy above the lowest of the compared OMol25 structures with the same formula, charge and spin (kcal per mole) = 24.81
- net charge = +1
- HOMO (eV) = -11.41
- M (g mol⁻¹) = 560.54

Cartesian coordinates (Å):
Pt  -0.026  -0.077  -0.727
S  -1.921  0.905  -0.051
S  0.180  -1.801  -2.802
O  1.236  -1.328  -1.794
O  -0.998  -2.284  -2.127
O  0.717  -2.599  -3.850
N  -3.815  -0.521  1.068
N  -1.646  -1.339  1.268
N  2.112  -0.160  0.812
N  -0.309  -1.138  1.048
C  0.345  0.980  -2.821
C  3.320  0.282  0.529
C  3.075  -1.904  2.143
C  4.472  -0.321  1.025
C  -1.440  0.015  -4.141
C  -1.910  3.773  -4.084
C  -1.935  1.282  -4.372
C  -1.333  2.426  -3.812
C  1.979  -1.228  1.588
C  -0.309  -0.148  -3.351
C  0.591  -1.625  1.841
C  0.296  -2.523  2.988
C  -2.512  -0.422  0.816
C  -0.189  2.264  -3.051
C  4.345  -1.437  1.845
H  -0.739  -2.470  3.315
H  0.520  -3.554  2.710
H  3.382  1.151  -0.115
H  -2.814  1.405  -4.989
H  5.442  0.076  0.768
H  -1.948  -2.179  1.747
H  5.217  -1.934  2.240
H  -4.207  -1.268  1.619
H  2.944  -2.772  2.768
H  -1.383  4.547  -3.532
H  -1.846  4.004  -5.147
H  -2.962  3.806  -3.806
H  0.329  3.126  -2.656
H  1.354  0.882  -2.413
H  -4.452  0.129  0.640
H  -1.934  -0.857  -4.545
H  0.924  -2.258  3.835

Atomic partial charges in e from the Löwdin method, atoms 1 to 6: 0.8958, 0.7276, 0.4708, -0.4815, -0.3349, -0.2451